(1)
Entry from the Open Molecules 2025 dataset: a 4-piece molecular cluster, C26H55B3NO3P overall (wB97M-V/def2-TZVPD).

- Gap between HOMO and LUMO: 8.94 eV
- F_max: 0.0250 Eh/bohr
- Multiplicity: 1
- Molar mass: 493.14 g/mol
- LUMO energy: 0.37 eV
- SMILES string: Cc1cccc(CB2OBOB([PH2]=N)O2)c1.CCCCCC.CCCCCC.CCCCCC

The geometry in XYZ format:
```
89
Properties=species:S:1:pos:R:3:forces:R:3
P 2.205 -0.038 -0.749 -0.59 0.45 -1.05
O 4.788 -3.829 -0.508 0.54 0.73 0.58
O 2.754 -2.764 0.063 0.58 0.79 0.58
O 3.958 -2.055 -1.861 0.35 0.50 0.49
N 1.684 0.600 -2.101 0.17 -0.29 0.24
C 6.618 0.152 1.201 -0.04 -0.06 -0.22
C 5.883 2.731 -1.505 -0.20 -0.22 -0.06
C 4.449 5.999 -5.384 0.00 0.04 -0.04
C 4.000 4.877 -6.318 0.01 -0.02 -0.01
C -9.519 -0.701 5.545 0.01 0.06 0.00
C 6.371 1.365 0.568 0.02 -0.14 -0.09
C 2.480 3.730 -4.583 0.00 -0.07 -0.05
C 3.535 7.220 -5.413 0.03 -0.02 0.05
C -9.495 0.431 4.523 -0.04 -0.05 0.01
C 2.624 4.288 -5.998 -0.01 0.03 0.01
C 3.430 2.577 -4.279 0.01 0.08 0.09
C -7.184 -1.624 4.966 0.00 0.02 -0.02
C -8.131 -1.099 6.047 0.00 -0.02 0.01
C 6.271 0.246 -1.553 -0.06 -0.19 0.21
C 6.192 1.426 -0.820 0.07 -0.09 0.18
C -4.037 -2.946 2.961 0.04 -0.07 -0.01
C -7.936 -4.062 5.069 -0.03 0.01 -0.06
C -7.702 -2.836 4.193 0.05 -0.06 0.03
C 6.686 -1.024 0.455 -0.13 0.13 -0.26
C -2.534 -3.057 2.726 -0.03 0.04 0.04
C -0.868 -2.934 -0.614 -0.02 -0.02 -0.03
C 6.491 -2.276 -1.731 0.13 -0.10 -0.17
C -2.470 -1.458 0.707 -0.02 0.01 0.01
C 6.514 -0.983 -0.933 0.20 0.15 0.20
C -1.924 -1.808 2.092 0.03 0.01 -0.01
C -2.320 -2.561 -0.340 0.04 0.03 -0.01
B 3.913 -3.411 0.480 -0.28 -0.43 -0.43
B 3.049 -1.787 -0.875 -0.53 -0.62 -0.18
B 5.061 -2.796 -1.399 -0.46 -0.55 -0.61
H 6.868 -1.978 0.941 0.04 0.08 0.01
H -6.972 -3.088 3.420 -0.02 0.01 -0.02
H 3.104 0.815 -0.067 0.07 -0.25 0.30
H -1.957 -0.560 0.348 0.00 0.00 -0.02
H -8.270 -4.912 4.472 0.01 -0.01 0.01
H -10.025 -1.570 5.116 0.01 -0.01 0.01
H -8.626 -2.582 3.666 0.01 0.03 0.00
H -4.424 -3.846 3.443 -0.01 0.01 0.01
H -0.798 -3.694 -1.392 0.02 0.01 -0.01
H 6.316 2.278 1.152 0.00 -0.04 -0.03
H 1.453 3.382 -4.447 0.00 0.01 0.03
H 2.628 4.527 -3.850 -0.02 0.01 0.00
H -2.036 -3.239 3.682 0.01 -0.02 0.00
H 4.525 5.625 -4.359 0.00 -0.02 0.00
H 3.910 8.006 -4.757 0.00 0.01 -0.01
H 6.535 3.537 -1.163 -0.04 -0.05 -0.05
H 4.750 4.082 -6.302 -0.01 -0.01 0.00
H 6.615 -2.075 -2.798 -0.03 0.06 0.09
H 5.459 6.304 -5.670 0.01 0.00 0.02
H -2.784 -2.220 -1.269 -0.01 -0.02 -0.01
H 7.280 -2.958 -1.410 -0.09 0.04 0.03
H -0.373 -3.327 0.276 0.01 0.01 0.00
H -2.093 -0.955 2.757 0.00 -0.01 0.01
H -4.268 -2.096 3.607 -0.02 0.02 -0.02
H 1.177 -0.192 0.203 0.21 -0.05 0.28
H 6.116 0.262 -2.628 0.02 0.08 0.05
H 4.203 -3.461 1.631 -0.20 -0.38 0.02
H -8.241 -1.849 6.835 0.01 -0.01 -0.01
H 6.759 0.105 2.275 -0.01 0.09 -0.05
H -8.697 -3.878 5.829 0.01 0.00 0.01
H -9.022 1.322 4.941 0.02 0.00 -0.01
H -8.946 0.151 3.623 0.01 0.01 0.00
H -10.506 0.703 4.217 0.00 0.02 0.00
H -10.121 -0.393 6.403 -0.02 -0.01 0.00
H 4.844 3.012 -1.306 0.11 0.09 0.02
H -6.957 -0.823 4.258 0.00 0.01 0.01
H 3.255 2.194 -3.273 -0.01 -0.04 -0.06
H -7.665 -0.231 6.523 -0.01 0.01 0.00
H -0.309 -2.056 -0.951 0.02 -0.01 0.00
H 5.966 2.610 -2.587 0.11 0.15 0.11
H -2.325 -3.933 2.105 0.02 0.00 -0.01
H -6.232 -1.887 5.437 0.00 -0.01 0.00
H -7.016 -4.356 5.580 -0.01 0.01 0.03
H 1.854 5.047 -6.161 0.01 0.01 -0.01
H -3.526 -1.185 0.787 0.00 0.00 0.02
H 2.414 3.489 -6.717 0.00 -0.01 0.01
H 1.887 0.005 -2.896 -0.03 0.09 -0.06
H -2.876 -3.452 -0.033 -0.02 0.01 0.02
H -0.838 -1.933 2.037 0.00 0.01 -0.01
H 3.987 5.255 -7.345 0.01 0.01 0.00
H 4.474 2.889 -4.353 0.01 0.00 -0.05
H 3.274 1.751 -4.977 0.02 0.00 -0.03
H 3.469 7.631 -6.423 -0.02 -0.01 -0.01
H 2.524 6.974 -5.084 -0.01 0.00 -0.01
H -4.582 -2.816 2.025 -0.01 0.01 0.00
```
Positions in Å, forces in eV/Å.

(2)
Entry from the Open Molecules 2025 dataset: C26H55BBr22InO3 as an isolated structure (wB97M-V/def2-TZVPD).

- Total charge: -1
- Gap between HOMO and LUMO: 5.60 eV
- F_max: 0.1710 Eh/bohr
- Multiplicity: 1
- Molar mass: 2299.24 g/mol
- LUMO energy: 1.20 eV

The geometry in XYZ format:
```
108
Properties=species:S:1:pos:R:3:forces:R:3
In -4.972 -0.585 5.357 0.06 -0.13 0.71
Br 4.210 0.387 1.523 0.00 -0.01 0.04
Br 9.715 -1.938 -1.699 -0.08 0.02 -0.08
Br 6.498 -3.389 -0.642 0.22 0.04 0.16
Br -1.204 -7.242 -5.330 0.05 0.09 -0.04
Br -8.166 3.130 3.787 -8.26 2.55 -1.61
Br 1.736 2.030 8.328 0.03 0.10 -0.02
Br 2.746 -5.735 -5.060 0.09 -0.04 -0.01
Br -2.995 -3.285 2.615 0.24 0.00 -0.29
Br -1.258 7.478 9.996 -0.05 -0.08 0.01
Br 5.504 1.840 -2.804 -0.13 -0.06 0.22
Br -2.488 -1.465 -12.153 0.05 -0.05 0.09
Br -11.758 4.008 4.065 0.03 0.08 -0.03
Br -0.923 -2.331 -0.280 0.04 -0.09 -0.04
Br 2.785 -0.623 -3.028 0.04 -0.06 -0.50
Br -3.664 -4.027 -9.787 -0.06 0.03 -0.09
Br -4.834 8.328 10.225 0.08 0.08 -0.02
Br 7.698 -0.272 -6.701 0.06 0.02 -0.13
Br 1.130 2.135 0.511 0.08 0.04 -0.08
Br 0.872 -6.457 -8.265 -0.04 -0.07 -0.02
Br -0.430 4.395 6.521 -0.03 0.07 0.13
Br 5.231 -3.100 -4.399 0.03 -0.40 -0.02
Br 8.385 2.903 -4.901 0.11 -0.24 -0.11
O -2.563 1.384 4.534 1.39 -1.27 2.22
O -2.341 0.510 6.913 0.46 0.34 -1.60
O -6.126 2.868 3.297 4.59 -2.76 4.09
C -2.695 -4.238 -11.465 0.06 -0.18 0.22
C 7.568 -1.995 0.201 -0.26 0.08 0.07
C -10.587 4.050 2.507 -0.33 -0.25 -0.32
C 0.815 3.619 8.981 0.04 -0.18 0.15
C -0.395 0.340 3.692 0.35 0.66 0.00
C -3.253 -1.851 1.323 -0.11 -0.21 0.27
C -9.631 2.881 2.502 -0.82 0.20 0.80
C 1.923 0.505 -0.202 -0.17 0.25 0.21
C -1.663 -3.154 -11.643 0.02 0.15 -0.25
C -2.679 7.238 8.682 0.24 0.04 -0.15
C -1.061 -6.338 -8.044 0.15 0.17 -0.18
C -1.426 -5.843 -6.668 -0.21 -0.13 0.16
C 4.009 -0.002 -4.410 -0.07 -0.13 -0.11
C 9.621 1.594 -5.657 0.01 0.33 0.02
C -1.132 1.519 4.473 1.29 0.84 -0.84
C 3.911 -5.486 -3.517 -0.22 -0.09 -0.06
C 2.514 -0.344 0.895 0.08 -0.18 -0.09
C 4.046 -4.028 -3.160 0.10 -0.09 0.04
C -6.457 2.113 4.332 3.87 -2.21 -3.39
C 9.120 1.033 -6.967 0.08 -0.17 0.00
C 5.394 0.205 -3.855 0.06 0.30 0.02
C -2.862 -2.284 -0.067 -0.05 0.25 -0.10
C 8.195 -1.086 -0.826 0.20 0.06 0.06
C -6.517 0.536 4.141 -1.13 1.56 0.03
C -3.636 8.402 8.689 -0.27 -0.06 0.00
C -0.550 3.758 8.358 -0.15 0.15 -0.09
B -3.006 0.596 5.646 -0.83 -0.07 -0.18
H 9.779 0.832 -4.895 -0.06 0.01 -0.14
H -11.259 4.005 1.647 0.01 0.07 0.05
H 8.726 1.795 -7.637 0.04 -0.03 0.16
H -2.481 -5.573 -6.625 0.08 -0.02 -0.09
H -7.568 0.185 4.421 1.43 0.36 -0.04
H 5.723 -0.607 -3.211 -0.16 0.07 -0.08
H 2.653 0.807 -0.951 -0.13 0.02 0.39
H -2.599 -0.287 7.399 -0.32 0.51 -0.35
H -9.139 2.793 1.533 0.08 0.10 0.13
H 1.865 -0.434 1.766 0.04 0.08 -0.11
H -4.657 -2.258 4.788 -0.34 0.44 0.00
H -1.135 4.514 8.884 0.13 -0.04 0.04
H -3.211 -1.561 -0.806 0.04 -0.01 0.09
H 10.550 2.143 -5.813 -0.06 -0.09 -0.06
H -0.928 2.471 3.875 -0.24 -1.14 0.82
H -3.439 -4.258 -12.259 0.11 0.09 0.07
H -10.113 1.934 2.747 -0.11 0.15 -0.11
H -0.987 -3.400 -12.462 -0.08 -0.05 0.07
H 6.114 0.338 -4.658 -0.08 0.01 0.00
H -10.083 5.016 2.516 0.02 -0.16 0.05
H -0.319 0.665 2.602 -0.22 -0.87 1.30
H 4.010 -0.787 -5.164 0.04 0.09 0.08
H 4.862 -5.959 -3.758 -0.07 0.13 0.03
H 6.869 -1.440 0.828 0.03 0.02 -0.11
H -1.391 -5.631 -8.806 -0.03 -0.02 0.16
H -0.875 -0.674 3.814 0.33 1.16 -0.17
H 3.098 -3.493 -3.169 0.09 -0.11 -0.06
H 0.732 3.476 10.059 -0.07 0.02 -0.09
H 3.432 -6.036 -2.707 0.03 0.12 -0.01
H 2.755 -1.340 0.522 -0.03 0.08 -0.03
H -5.660 -0.756 7.038 0.00 0.02 -0.22
H -3.233 -3.273 -0.329 0.08 0.08 0.12
H -2.168 7.167 7.721 -0.06 0.01 0.05
H -4.289 8.366 7.817 0.09 -0.07 0.05
H 7.504 -0.788 -1.613 0.02 -0.07 0.14
H 3.576 0.902 -4.837 0.10 -0.02 0.16
H -0.825 -4.995 -6.343 0.00 -0.11 -0.11
H 4.512 -3.914 -2.182 -0.08 -0.01 -0.10
H -2.684 -0.995 1.683 -0.05 -0.07 -0.09
H 1.102 -0.020 -0.692 0.05 -0.01 0.11
H -1.110 2.824 8.333 0.13 0.03 -0.05
H -1.080 -2.964 -10.743 -0.12 -0.08 -0.06
H 8.603 -0.194 -0.351 -0.08 -0.08 0.02
H -3.137 9.368 8.724 0.03 -0.16 0.02
H -1.467 -7.322 -8.269 0.03 0.10 0.13
H -3.158 6.286 8.904 -0.03 0.16 -0.01
H -4.317 -1.618 1.368 0.08 0.01 -0.05
H -6.646 2.568 5.366 0.86 -0.76 -0.87
H 8.298 -2.496 0.835 -0.01 0.06 -0.15
H -6.372 0.260 3.054 -0.13 0.79 1.05
H 1.467 4.468 8.781 -0.14 -0.07 -0.04
H -0.625 1.668 5.470 -0.90 -0.31 -0.86
H 9.912 0.483 -7.475 -0.02 0.06 0.09
H 0.672 0.269 4.096 -1.30 0.08 -0.55
H -2.217 -5.216 -11.396 0.03 0.10 -0.03
```
Positions in Å, forces in eV/Å.

(3)
Entry from the Open Molecules 2025 dataset: C26H55FNbO12S5 as an isolated structure (wB97M-V/def2-TZVPD).

- Total charge: -1
- Gap between HOMO and LUMO: 5.65 eV
- F_max: 0.0743 Eh/bohr
- Multiplicity: 1
- Molar mass: 831.95 g/mol
- LUMO energy: 1.46 eV

The geometry in XYZ format:
```
100
Properties=species:S:1:pos:R:3:forces:R:3
Nb -2.756 6.792 -1.587 0.40 -1.77 -1.14
S -1.114 1.311 4.081 0.15 0.36 -0.35
S 0.098 -4.799 2.959 -0.18 -0.29 -0.11
S 4.564 -2.162 2.046 -0.26 -0.20 0.12
S -2.108 -6.011 -1.488 -0.07 0.22 -0.14
S 3.072 6.172 -3.241 -0.34 0.35 0.01
F -6.636 3.733 -0.388 -0.73 1.17 -1.29
O -0.846 3.873 0.281 -0.53 -0.29 -2.13
O 2.718 5.954 -1.859 0.06 0.17 -0.33
O -0.772 -6.526 -1.679 -0.27 -0.12 0.31
O 2.522 7.258 -4.017 0.07 -0.19 0.36
O 0.093 -3.617 3.791 0.34 -0.26 -0.13
O 4.473 -1.933 0.623 -0.03 0.21 0.27
O 1.153 -5.070 2.006 -0.05 0.35 0.28
O 4.008 -1.241 3.011 0.16 0.08 -0.40
O -1.672 2.396 3.305 -0.12 -0.20 0.48
O -2.182 2.736 -1.144 2.68 2.69 -0.46
O -2.914 -6.364 -0.339 0.35 -0.24 -0.03
O -1.456 1.100 5.471 -0.17 0.19 -0.15
C 4.244 4.199 -4.587 0.10 -0.08 -0.14
C 6.274 -2.490 2.462 0.60 -0.06 0.17
C 1.060 -0.102 3.724 0.06 -0.09 0.04
C -3.051 -6.304 -2.981 -0.36 -0.12 -0.47
C -6.888 4.554 -1.557 1.08 0.47 -0.93
C -1.333 5.626 -2.889 1.11 -0.44 -1.16
C -2.158 -6.179 2.688 -0.06 -0.26 0.00
C -2.056 -4.233 -1.633 0.04 0.44 -0.07
C -1.347 -0.226 3.196 -0.12 -0.55 -0.35
C 2.849 4.637 -4.135 -0.03 -0.52 -0.33
C -3.371 -4.924 -3.561 -0.15 0.14 -0.07
C -1.621 -6.404 4.103 -0.16 0.11 0.06
C -1.486 -4.920 2.137 -0.45 -0.01 -0.26
C 5.184 -4.694 2.260 0.08 -0.03 -0.07
C 0.664 1.354 3.937 0.44 -0.11 -0.01
C -1.279 3.612 -1.053 -2.27 -2.48 1.62
C -5.903 5.833 -1.551 1.06 -1.83 0.14
C -2.259 -3.970 -3.119 0.06 0.03 -0.18
C -4.446 5.264 -2.016 -1.01 0.92 0.50
C 0.042 -0.667 2.731 0.14 -0.06 -0.30
C 6.325 -3.939 2.948 0.10 -0.17 0.13
C 5.251 4.762 -3.581 0.06 -0.12 0.06
C -0.612 4.330 -2.286 1.10 -0.68 -0.10
C 3.956 -3.803 2.396 0.02 -0.38 -0.06
C -0.111 -6.228 4.006 -0.09 -0.37 0.34
C 4.852 6.217 -3.366 0.52 -0.09 -0.01
H -3.332 7.691 -3.086 -0.27 0.64 -0.06
H -3.460 -4.965 -4.649 -0.01 -0.02 0.10
H 3.159 -4.061 1.701 0.00 0.21 0.11
H -4.330 -4.573 -3.168 0.09 -0.02 -0.02
H -2.520 -2.928 -3.309 0.05 -0.08 0.04
H -2.882 -3.826 -1.045 0.06 -0.08 0.00
H -6.229 6.655 -2.262 0.13 -0.97 1.03
H 2.080 -0.190 3.352 -0.13 0.01 0.08
H 5.278 6.650 -2.462 -0.20 0.07 -0.03
H -0.557 3.548 -3.130 -0.26 0.80 1.50
H -6.554 3.907 -2.446 -0.67 0.85 1.26
H 7.295 -4.392 2.735 -0.06 0.06 0.04
H 0.106 -1.754 2.661 -0.01 0.28 0.05
H -3.957 -6.857 -2.734 0.19 -0.07 0.10
H 6.597 -1.794 3.237 -0.12 0.09 -0.17
H -1.902 -7.038 2.060 -0.05 0.13 0.00
H -2.042 -5.654 4.781 0.08 -0.07 0.01
H 2.185 4.807 -4.982 -0.08 0.10 0.22
H -1.507 3.427 0.883 0.78 0.49 -1.02
H 0.488 4.530 -2.013 -1.71 0.03 -0.13
H 5.178 4.211 -2.638 0.02 0.07 -0.04
H 0.353 -7.080 3.504 0.01 0.12 -0.02
H -1.500 8.099 -1.230 -0.19 0.35 0.10
H -2.431 -6.890 -3.662 0.05 0.02 0.18
H 6.179 -3.970 4.033 -0.01 0.01 -0.08
H 5.424 -4.842 1.203 -0.07 -0.01 0.06
H -4.264 4.344 -1.374 -0.02 0.85 -1.02
H 0.243 -0.261 1.734 -0.02 0.07 0.10
H 3.578 -3.808 3.420 -0.04 0.10 -0.10
H 2.403 3.911 -3.453 -0.02 0.17 0.03
H -1.786 -0.950 3.885 0.03 0.14 0.06
H 4.455 4.608 -5.580 -0.01 -0.01 0.08
H 5.018 -5.675 2.710 -0.02 0.07 -0.06
H -3.950 7.775 -0.630 -0.19 0.30 0.07
H -2.288 5.983 -0.040 -0.15 0.22 0.70
H -2.019 -0.059 2.354 -0.06 0.14 0.19
H -1.340 -4.195 -3.668 -0.03 0.05 0.08
H -4.417 5.045 -3.142 -0.19 0.01 1.54
H 4.311 3.112 -4.660 -0.02 0.09 -0.01
H 1.099 1.792 4.834 -0.20 0.07 -0.03
H 0.912 1.961 3.063 -0.11 0.01 0.07
H 5.110 6.827 -4.234 -0.09 0.00 0.07
H 6.873 -2.348 1.562 -0.16 0.06 0.02
H -2.060 -4.023 2.376 0.17 0.01 0.03
H -1.876 5.317 -3.857 0.66 0.39 1.42
H -1.886 -7.391 4.485 0.04 0.08 -0.01
H -3.245 -6.081 2.678 0.12 0.00 -0.07
H -0.501 6.344 -3.243 -1.13 -0.96 0.56
H -1.331 -4.986 1.060 0.12 0.09 0.23
H 0.996 -0.650 4.670 0.01 0.03 -0.05
H -5.733 6.209 -0.480 -0.78 -0.36 -1.65
H 6.277 4.677 -3.943 -0.06 0.00 0.05
H -7.985 4.816 -1.684 1.11 -0.50 0.75
H 0.365 -6.056 4.971 0.09 0.12 -0.14
H -1.105 -3.857 -1.256 -0.03 -0.15 0.07
```
Positions in Å, forces in eV/Å.